No. 1
Entry from OMol25: a 5-piece molecular cluster, C36H71ClN2O3S2 overall at a distorted geometry (wB97M-V/def2-TZVPD).

The geometry in XYZ format:
```
115
Properties=species:S:1:pos:R:3:lowdin_charge:R:1
C 6.472 -2.494 6.807 0.00
C 4.885 -2.785 6.617 -0.41
O 4.209 -2.973 7.650 0.07
O 4.401 -2.790 5.278 -0.05
C 3.884 -1.496 4.854 -0.28
C 2.399 -1.739 4.292 -0.12
C 1.268 -1.816 5.456 -0.24
C -0.017 -2.663 4.995 -0.49
S -1.383 -2.763 6.260 0.83
C -2.364 -1.214 6.113 -0.95
S -1.649 0.089 5.310 0.66
N -3.730 -1.010 6.626 -0.20
C -4.659 -0.482 5.654 -0.07
C -5.982 -0.326 6.486 -0.10
N -5.699 -0.792 7.837 -0.02
C -4.319 -1.208 7.934 -0.09
C 4.014 -0.316 5.930 -0.10
C 3.456 1.096 5.347 -0.65
O 3.178 1.307 4.153 0.01
Cl 3.311 2.432 6.626 0.57
H 7.096 -3.448 6.788 0.09
H 6.654 -1.845 7.730 0.10
H 6.795 -1.871 5.895 0.08
H 4.523 -1.172 3.942 0.17
H 2.400 -2.768 3.767 0.13
H 2.159 -0.962 3.491 0.09
H 1.042 -0.737 5.755 0.08
H 1.731 -2.326 6.370 0.11
H -0.486 -2.242 4.024 0.08
H 0.346 -3.729 4.772 0.10
H -4.508 -0.226 4.556 0.10
H -6.966 0.094 6.068 0.10
H -3.753 -1.615 8.830 0.13
H 5.103 -0.078 6.239 0.14
H 3.366 -0.514 6.868 0.13
C 2.171 3.399 -1.597 -0.11
C 1.885 1.933 -1.889 -0.27
C 0.669 1.396 -1.131 -0.23
C 0.791 1.417 0.396 -0.22
C 1.981 0.646 0.967 -0.26
C 1.932 -0.844 0.657 -0.11
H 2.409 3.564 -0.544 0.07
H 3.027 3.740 -2.186 0.07
H 1.312 4.023 -1.860 0.08
H 2.772 1.333 -1.666 0.10
H 1.702 1.820 -2.963 0.10
H 0.468 0.372 -1.468 0.10
H -0.213 1.982 -1.414 0.08
H -0.132 1.007 0.823 0.10
H 0.845 2.454 0.742 0.11
H 1.989 0.775 2.054 0.07
H 2.923 1.066 0.602 0.11
H 1.020 -1.295 1.059 0.08
H 2.788 -1.352 1.110 0.07
H 1.966 -1.034 -0.418 0.05
C -6.377 1.062 -1.766 -0.11
C -5.694 2.338 -1.295 -0.27
C -4.192 2.358 -1.583 -0.22
C -3.378 1.265 -0.882 -0.22
C -3.487 1.247 0.644 -0.27
C -2.965 2.520 1.296 -0.10
H -5.987 0.180 -1.253 0.07
H -7.451 1.113 -1.565 0.07
H -6.242 0.924 -2.843 0.07
H -5.882 2.483 -0.227 0.10
H -6.156 3.190 -1.805 0.11
H -3.794 3.341 -1.308 0.10
H -4.036 2.264 -2.664 0.09
H -2.325 1.386 -1.161 0.08
H -3.678 0.284 -1.267 0.10
H -2.907 0.398 1.022 0.10
H -4.522 1.073 0.955 0.10
H -1.915 2.687 1.041 0.06
H -3.039 2.445 2.384 0.07
H -3.540 3.396 0.986 0.07
C -1.077 5.387 -7.284 -0.12
C -1.364 3.921 -7.575 -0.27
C -2.580 3.384 -6.818 -0.23
C -2.457 3.404 -5.292 -0.23
C -1.263 2.634 -4.724 -0.27
C -1.311 1.143 -5.034 -0.10
H -0.840 5.552 -6.230 0.07
H -0.221 5.728 -7.872 0.07
H -1.936 6.011 -7.547 0.08
H -0.477 3.321 -7.352 0.10
H -1.547 3.808 -8.649 0.10
H -2.780 2.361 -7.155 0.10
H -3.462 3.970 -7.102 0.11
H -3.380 2.994 -4.865 0.10
H -2.403 4.441 -4.944 0.10
H -1.253 2.763 -3.635 0.09
H -0.323 3.056 -5.091 0.10
H -2.220 0.691 -4.629 0.07
H -0.452 0.637 -4.583 0.06
H -1.279 0.953 -6.109 0.07
C 2.431 -1.787 -3.731 -0.10
C 2.920 -2.699 -2.614 -0.28
C 3.689 -3.918 -3.126 -0.23
C 2.880 -4.874 -4.009 -0.23
C 1.616 -5.443 -3.362 -0.27
C 1.903 -6.290 -2.130 -0.12
H 1.727 -2.298 -4.392 0.07
H 1.917 -0.918 -3.309 0.05
H 3.269 -1.424 -4.332 0.08
H 2.073 -3.011 -1.996 0.10
H 3.581 -2.123 -1.958 0.10
H 4.092 -4.467 -2.267 0.10
H 4.560 -3.575 -3.697 0.11
H 3.532 -5.704 -4.307 0.11
H 2.601 -4.365 -4.937 0.10
H 1.100 -6.067 -4.100 0.10
H 0.922 -4.639 -3.102 0.10
H 2.555 -7.132 -2.379 0.08
H 0.971 -6.694 -1.724 0.07
H 2.381 -5.706 -1.340 0.06
```

Properties
HOMO-LUMO gap = 7.621 eV
lowest unoccupied orbital energy = -0.03354 Eh
energy relative to the best compared isomer or geometry (same formula, charge and spin) = 0.0 kcal per mole

No. 2
Entry from OMol25: a 7-piece molecular cluster, C36H71FIN2O11P2S overall at a distorted geometry (wB97M-V/def2-TZVPD).

The geometry in XYZ format:
```
125
Properties=species:S:1:pos:R:3:lowdin_charge:R:1
C -1.094 1.115 4.605 0.06
C -1.726 0.909 3.606 -0.31
P -2.642 0.626 1.914 0.54
C -1.970 -1.161 2.015 -0.27
C -1.764 -2.039 0.785 -0.28
C -0.741 -1.681 -0.296 -0.11
C -3.469 0.355 0.243 -0.35
C -4.518 1.341 -0.281 -0.36
C -5.453 0.621 -1.291 -0.64
I -4.391 -0.161 -2.962 0.79
N -4.171 0.287 2.851 -0.13
C -5.258 -0.435 2.292 -0.50
C -5.242 -1.937 2.086 0.01
O -6.289 0.118 2.027 0.10
C -4.184 0.174 4.263 -0.53
C -4.533 1.338 5.169 -0.01
O -4.087 -0.896 4.802 0.08
P -3.150 2.876 2.165 0.83
N -2.882 3.735 0.658 -0.21
O -4.827 3.004 2.431 -0.37
S -0.695 1.435 0.985 0.53
O -0.342 2.589 1.762 -0.41
O -0.712 1.758 -0.420 -0.37
F 0.597 0.455 1.278 -0.26
H -0.665 1.254 5.553 0.01
H -1.055 -1.138 2.592 0.07
H -2.661 -1.673 2.673 0.07
H -1.386 -2.991 1.180 0.08
H -2.655 -2.376 0.263 0.08
H 0.255 -1.724 0.130 0.06
H -0.762 -2.444 -1.066 0.07
H -0.858 -0.713 -0.773 0.04
H -3.919 -0.633 0.144 0.05
H -2.725 0.278 -0.539 0.02
H -5.219 1.782 0.419 0.08
H -4.017 2.067 -0.908 0.07
H -5.922 -0.190 -0.748 0.03
H -6.239 1.306 -1.573 0.04
H -5.112 -2.429 3.043 0.08
H -4.394 -2.231 1.470 0.05
H -6.147 -2.246 1.591 0.08
H -4.252 2.297 4.760 0.04
H -3.984 1.181 6.086 0.07
H -5.590 1.247 5.394 0.09
H -2.124 4.375 0.846 0.01
H -3.716 4.243 0.394 0.02
H -4.990 3.944 2.303 0.02
C -0.223 -6.554 2.987 -0.17
C -0.496 -7.605 1.922 -0.17
C -1.335 -6.821 0.922 -0.21
O -0.900 -5.462 0.997 -0.15
C -0.062 -5.297 2.149 -0.19
H 0.650 -6.767 3.600 0.08
H -1.091 -6.456 3.646 0.12
H 0.444 -7.919 1.461 0.11
H -1.004 -8.493 2.298 0.11
H -2.399 -6.855 1.183 0.12
H -1.218 -7.181 -0.102 0.11
H 0.971 -5.179 1.805 0.12
H -0.355 -4.392 2.683 0.11
C -0.674 1.991 -3.782 -0.16
C 0.500 1.850 -4.740 -0.16
C -0.166 2.068 -6.089 -0.20
O -1.264 2.958 -5.864 -0.15
C -1.489 3.085 -4.451 -0.20
H -0.383 2.241 -2.762 0.09
H -1.246 1.062 -3.750 0.09
H 1.230 2.641 -4.549 0.10
H 1.010 0.890 -4.672 0.10
H -0.562 1.127 -6.490 0.10
H 0.507 2.505 -6.830 0.11
H -1.149 4.080 -4.140 0.11
H -2.557 3.002 -4.243 0.11
C 2.508 6.013 -1.319 -0.17
C 1.775 6.809 -2.392 -0.17
C 2.313 6.178 -3.669 -0.21
O 2.603 4.815 -3.359 -0.15
C 2.549 4.624 -1.937 -0.19
H 2.017 6.029 -0.347 0.12
H 3.524 6.401 -1.195 0.09
H 0.700 6.638 -2.311 0.11
H 1.953 7.884 -2.343 0.11
H 3.243 6.662 -3.992 0.11
H 1.598 6.218 -4.492 0.11
H 1.643 4.058 -1.701 0.12
H 3.413 4.042 -1.617 0.12
C 0.856 -3.691 -5.670 -0.17
C 0.097 -3.194 -6.897 -0.17
C -0.761 -2.089 -6.298 -0.20
O -0.023 -1.547 -5.202 -0.15
C 1.085 -2.397 -4.901 -0.20
H 1.782 -4.213 -5.907 0.11
H 0.223 -4.366 -5.089 0.11
H 0.797 -2.775 -7.624 0.11
H -0.490 -3.964 -7.395 0.11
H -1.706 -2.485 -5.911 0.12
H -0.985 -1.294 -7.011 0.11
H 2.002 -1.896 -5.231 0.12
H 1.142 -2.548 -3.823 0.12
C 7.586 8.058 0.446 -0.17
C 6.296 7.850 -0.338 -0.18
C 5.245 8.000 0.752 -0.21
O 5.782 8.915 1.713 -0.14
C 7.171 9.123 1.451 -0.21
H 8.432 8.362 -0.170 0.11
H 7.858 7.136 0.967 0.11
H 6.181 8.641 -1.083 0.11
H 6.241 6.891 -0.851 0.11
H 5.056 7.047 1.256 0.12
H 4.297 8.385 0.374 0.11
H 7.295 10.130 1.035 0.11
H 7.729 9.064 2.386 0.11
C 4.574 -8.282 5.051 -0.17
C 3.520 -9.246 5.582 -0.17
C 2.230 -8.552 5.172 -0.20
O 2.517 -7.835 3.966 -0.17
C 3.933 -7.806 3.756 -0.20
H 5.551 -8.739 4.897 0.11
H 4.694 -7.444 5.741 0.11
H 3.606 -10.210 5.074 0.11
H 3.584 -9.421 6.655 0.11
H 1.908 -7.831 5.931 0.12
H 1.412 -9.251 4.990 0.12
H 4.169 -8.480 2.925 0.12
H 4.236 -6.796 3.479 0.12
```

Properties
net charge = -1
HOMO-LUMO gap = 6.090 eV
lowest unoccupied orbital energy = 0.07631 Eh

No. 3
Entry from OMol25: C36H72AlBBr6ClF4N5O6P2S as an isolated structure at a distorted geometry (wB97M-V/def2-TZVPD).

The geometry in XYZ format:
```
135
Properties=species:S:1:pos:R:3:lowdin_charge:R:1
C -0.821 -0.896 7.262 0.10
C -1.611 0.267 7.071 -0.07
C -2.311 1.672 6.493 -0.14
N -2.535 1.628 5.002 -0.06
C -1.246 1.911 4.241 -0.28
P 0.519 2.350 4.799 0.48
O 1.228 1.173 5.866 -0.34
Cl 1.740 2.261 3.026 0.21
N -1.740 1.781 2.820 0.10
C -3.236 1.432 2.829 -0.16
N -4.018 1.205 1.741 -0.24
C -3.312 1.373 0.376 -0.19
C -2.669 -0.022 -0.199 -0.19
C -3.083 -1.376 0.624 -0.25
C -2.143 -2.704 0.244 -0.32
N -2.915 -4.023 0.457 -0.14
P -5.720 0.744 1.638 0.41
S -6.154 -1.053 2.250 0.23
N -3.703 1.379 4.245 0.04
C -4.973 1.151 4.981 -0.40
C -4.890 -0.374 5.649 -0.15
C -5.397 -0.401 7.210 -0.20
C -6.825 -1.211 7.358 -0.20
C -8.031 -0.288 7.977 -0.21
C -9.126 0.213 6.816 -0.18
C -8.340 1.328 5.897 -0.28
C -9.212 2.669 5.546 -0.20
C -8.819 3.109 3.986 -0.34
C -9.939 4.130 3.320 -0.09
H -0.426 -2.006 7.445 0.09
H -1.561 2.552 6.790 0.13
H -3.261 1.835 7.151 0.13
H 1.815 1.717 6.502 0.10
H -2.562 2.287 0.370 0.13
H -4.170 1.680 -0.395 0.11
H -1.498 -0.015 -0.300 0.11
H -3.084 -0.171 -1.309 0.13
H -4.172 -1.676 0.238 0.08
H -3.055 -1.276 1.793 0.07
H -1.276 -2.709 1.031 0.04
H -1.692 -2.624 -0.834 0.10
H -3.941 -3.843 0.540 0.04
H -2.556 -4.489 1.329 -0.20
H -6.165 0.807 0.239 0.02
H -6.510 1.725 2.338 -0.03
H -5.013 1.940 5.878 -0.06
H -5.977 1.307 4.410 -0.01
H -3.770 -0.785 5.652 0.11
H -5.519 -1.170 5.066 0.07
H -4.596 -0.955 7.900 0.12
H -5.486 0.688 7.648 0.10
H -7.200 -1.704 6.348 0.12
H -6.680 -2.118 8.110 0.12
H -8.644 -0.912 8.754 0.11
H -7.570 0.683 8.455 0.11
H -10.121 0.625 7.276 0.11
H -9.324 -0.748 6.150 0.11
H -8.104 0.799 4.856 0.11
H -7.326 1.662 6.381 0.00
H -8.849 3.558 6.224 0.11
H -10.375 2.481 5.663 0.13
H -8.781 2.162 3.265 0.12
H -7.730 3.581 3.961 -0.09
H -10.875 3.445 3.055 0.17
H -9.437 4.548 2.328 -0.36
H -10.231 5.026 4.045 0.16
Br -8.675 5.215 1.299 0.69
Al 1.525 5.040 4.912 0.77
C 3.814 -0.766 2.035 -0.16
C 3.366 -1.394 0.755 -0.13
O 4.254 -2.484 0.599 0.07
C 4.718 -2.800 1.843 -0.51
O 5.372 -3.796 2.102 0.14
O 4.355 -1.855 2.760 0.06
H 2.988 -0.307 2.585 0.09
H 4.599 -0.019 1.882 0.13
H 2.342 -1.778 0.814 0.14
H 3.440 -0.708 -0.093 0.12
C 2.216 2.616 -2.651 -0.08
C 3.485 1.799 -2.468 -0.28
O 3.278 0.394 -2.591 -0.18
C 2.769 -0.065 -3.842 -0.27
C 3.671 0.266 -5.019 -0.07
H 1.453 2.307 -1.925 0.08
H 2.425 3.682 -2.512 0.08
H 1.788 2.487 -3.647 0.07
H 3.871 1.972 -1.459 0.11
H 4.268 2.127 -3.157 0.10
H 1.756 0.317 -4.000 0.11
H 2.679 -1.155 -3.763 0.12
H 3.792 1.344 -5.151 0.07
H 3.253 -0.140 -5.945 0.08
H 4.669 -0.159 -4.869 0.08
C 9.347 -0.234 -4.225 -0.06
C 8.101 0.611 -4.218 -0.49
O 7.450 0.798 -5.245 0.05
C 7.683 1.219 -2.906 -0.02
H 9.526 -0.606 -5.240 0.01
H 10.205 0.367 -3.916 0.08
H 9.220 -1.088 -3.556 0.09
H 8.467 1.885 -2.538 0.09
H 7.482 0.429 -2.178 0.09
H 6.767 1.803 -3.052 0.07
C 12.620 -0.275 -7.317 -1.57
Br 14.502 -0.250 -6.827 0.56
Br 11.680 -1.771 -6.503 0.65
Br 11.749 1.422 -6.935 0.57
H 12.573 -0.421 -8.402 -0.02
Br -6.275 3.246 5.220 0.47
C 7.720 -3.181 -7.702 -0.11
C 9.032 -3.200 -8.470 -0.30
C 8.850 -3.043 -9.982 -0.23
C 8.051 -4.159 -10.665 -0.23
C 8.612 -5.572 -10.480 -0.27
C 10.000 -5.749 -11.075 -0.12
H 7.074 -4.016 -7.984 0.07
H 7.913 -3.259 -6.626 0.07
H 7.177 -2.247 -7.880 0.08
H 9.579 -4.121 -8.242 0.10
H 9.658 -2.375 -8.109 0.02
H 9.839 -2.965 -10.448 0.10
H 8.348 -2.087 -10.182 0.11
H 7.996 -3.937 -11.738 0.11
H 7.017 -4.142 -10.302 0.10
H 7.932 -6.281 -10.967 0.11
H 8.628 -5.843 -9.420 0.10
H 9.997 -5.528 -12.146 0.08
H 10.336 -6.784 -10.943 0.07
H 10.734 -5.099 -10.590 0.06
B -13.175 6.188 3.247 -1.06
F -12.353 7.380 3.112 0.02
F -14.580 6.561 3.207 0.03
F -12.886 5.273 2.154 0.02
F -12.882 5.538 4.514 0.02
Br -2.180 -3.966 3.180 -0.26
```

Properties
HOMO-LUMO gap = 1.687 eV
lowest unoccupied orbital energy = -0.16747 Eh

No. 4
Entry from OMol25: a 3-piece molecular cluster, C36H72FN2O6P overall (wB97M-V/def2-TZVPD).

The geometry in XYZ format:
```
118
Properties=species:S:1:pos:R:3:mulliken_spin:R:1
C 6.263 -0.614 -0.762 0.00
O 5.536 0.090 -1.746 0.00
C 4.403 -0.624 -2.241 0.00
C 3.205 0.344 -2.157 0.00
C 1.936 -0.318 -1.615 0.00
C 1.368 -1.374 -2.556 0.00
F 1.223 -2.591 -1.883 0.00
O 2.965 0.951 -3.411 0.00
C 2.250 2.174 -3.352 0.00
C 0.824 2.042 -3.893 0.00
C -0.193 2.846 -3.087 0.00
C -1.606 2.786 -3.657 0.00
C -2.286 1.433 -3.447 0.00
C -3.804 1.472 -3.695 0.00
C -4.654 1.530 -2.409 0.00
C -5.834 0.559 -2.362 0.01
C -6.742 0.645 -3.571 0.00
O -7.826 -0.283 -3.355 0.00
C -9.022 0.036 -3.896 0.00
C -10.137 -0.640 -3.149 0.00
O -9.149 0.762 -4.843 0.00
P 4.744 -1.291 -3.986 0.00
C 4.397 -3.089 -3.709 0.00
C 6.578 -1.350 -4.015 0.00
H 6.612 -1.587 -1.123 0.00
H 7.120 -0.008 -0.478 0.01
H 5.637 -0.798 0.121 0.00
H 4.203 -1.466 -1.567 0.00
H 3.520 1.113 -1.442 0.00
H 1.187 0.448 -1.409 0.00
H 2.179 -0.803 -0.667 0.00
H 0.378 -1.108 -2.927 0.00
H 2.023 -1.556 -3.408 0.00
H 2.219 2.551 -2.322 0.00
H 2.811 2.906 -3.936 0.00
H 0.788 2.386 -4.930 0.00
H 0.557 0.983 -3.907 0.00
H -0.205 2.477 -2.054 0.00
H 0.144 3.886 -3.030 0.00
H -1.573 3.018 -4.727 0.00
H -2.214 3.560 -3.177 0.00
H -2.083 1.109 -2.420 0.00
H -1.822 0.685 -4.095 0.00
H -4.017 2.360 -4.296 0.00
H -4.097 0.618 -4.309 0.00
H -5.020 2.545 -2.234 0.00
H -4.007 1.293 -1.562 0.00
H -6.442 0.800 -1.487 0.00
H -5.486 -0.469 -2.229 0.00
H -7.159 1.647 -3.689 0.00
H -6.238 0.378 -4.499 0.00
H -10.033 -0.428 -2.085 0.00
H -11.104 -0.303 -3.508 0.00
H -10.073 -1.722 -3.270 0.00
H 4.222 -3.563 -4.675 0.00
H 5.224 -3.605 -3.215 0.00
H 3.506 -3.225 -3.095 0.00
H 6.847 -1.863 -4.941 0.00
H 6.983 -0.341 -4.054 0.00
H 7.031 -1.891 -3.185 0.00
C -9.018 -0.633 2.906 0.02
C -8.027 -0.302 1.775 -0.01
C -8.236 -1.218 0.564 0.03
C -7.766 -2.653 0.784 -0.02
C -6.316 -2.685 1.262 0.03
C -6.066 -1.816 2.499 0.01
N -6.601 -0.440 2.224 0.42
O -5.792 0.283 1.548 0.50
C -6.707 -2.441 3.742 0.02
C -4.571 -1.697 2.770 -0.01
C -8.259 1.150 1.367 -0.01
H -9.890 0.015 2.823 0.00
H -9.377 -1.661 2.869 0.00
H -8.574 -0.460 3.885 -0.01
H -7.693 -0.798 -0.289 0.01
H -9.298 -1.202 0.302 0.00
H -8.417 -3.170 1.494 0.00
H -7.846 -3.203 -0.156 0.00
H -6.010 -3.709 1.494 0.00
H -5.666 -2.334 0.455 0.01
H -6.639 -1.762 4.593 -0.01
H -6.159 -3.351 3.990 0.00
H -7.747 -2.720 3.606 0.00
H -4.030 -1.340 1.898 0.00
H -4.187 -2.682 3.041 0.00
H -4.380 -1.011 3.596 0.00
H -8.054 1.824 2.199 0.00
H -9.306 1.262 1.079 0.00
H -7.633 1.441 0.529 0.01
C 6.476 1.947 4.928 0.02
C 6.776 1.071 3.697 -0.01
C 6.622 -0.418 4.030 0.04
C 7.736 -0.962 4.921 -0.03
C 9.112 -0.662 4.330 0.03
C 9.325 0.823 4.014 0.01
N 8.168 1.295 3.178 0.43
O 8.294 0.962 1.948 0.51
C 9.482 1.640 5.299 0.01
C 10.603 1.010 3.202 0.00
C 5.790 1.471 2.606 -0.02
H 5.432 2.258 4.903 0.00
H 6.632 1.426 5.871 0.00
H 7.084 2.850 4.930 -0.01
H 6.604 -0.983 3.093 0.01
H 5.648 -0.559 4.507 0.00
H 7.657 -0.552 5.931 0.00
H 7.616 -2.042 5.024 0.00
H 9.903 -0.983 5.013 0.00
H 9.236 -1.234 3.406 0.01
H 9.505 2.707 5.075 -0.01
H 10.430 1.371 5.765 0.00
H 8.701 1.460 6.032 0.00
H 10.609 0.390 2.310 0.00
H 11.454 0.735 3.826 0.00
H 10.718 2.051 2.896 0.00
H 5.912 2.520 2.335 -0.01
H 4.780 1.331 2.997 0.00
H 5.903 0.867 1.711 0.02
```

Properties
HOMO-LUMO gap (alpha / beta) = 8.665 / 8.513 eV
spin multiplicity = 3
lowest unoccupied orbital energy (alpha / beta) = 0.02342 / 0.01780 Eh
<S²> = 2.0082